Entry 1:
Computed, not measured: a cluster of 2 separate species, C3H5NO3 in total at a distorted geometry, with ωB97M-V/def2-TZVPD.

XYZ file:
```
12
C3H5NO3 | the OMol25 dataset | ωB97M-V/def2-TZVPD
O -1.81 -0.59 0.68
C -1.31 -1.02 -0.35
N -1.54 -2.17 -0.99
C 1.67 1.33 0.85
O 0.84 2.11 0.40
O 2.06 0.22 0.44
C -0.27 -0.12 -1.07
H -2.27 -2.66 -0.48
H 2.11 1.63 1.84
H -0.13 -0.42 -2.10
H 0.67 -0.24 -0.46
H -0.64 0.90 -1.00
```

Computed properties:
- HOMO-LUMO gap (eV) = 4.274
- net charge = 0
- multiplicity = 1
- E_tot (a.u.) = -397.55321
- highest occupied orbital energy (eV) = -9.83
- E_LUMO (eV) = -5.555
- M (g mol⁻¹) = 103.1


Entry 2:
Computed, not measured: a structure of composition C3H5NO3 at a distorted geometry, with ωB97M-V/def2-TZVPD.

XYZ file:
```
12
C3H5NO3 | the OMol25 dataset | ωB97M-V/def2-TZVPD
O -1.76 -0.39 -1.54
C -0.91 -0.25 -0.64
N -0.30 1.14 0.54
C 1.12 0.74 0.40
O 1.95 1.76 0.56
O 1.50 -0.13 -0.40
C -0.51 -1.56 0.12
H -1.18 1.59 0.01
H 1.37 2.51 0.44
H -1.40 -2.15 -0.12
H -0.21 -1.26 1.12
H 0.33 -1.99 -0.50
```

Computed properties:
- HOMO-LUMO gap (eV) = 9.808
- net charge = 0
- multiplicity = 1
- E_tot (a.u.) = -397.62217
- highest occupied orbital energy (eV) = -10.11
- E_LUMO (eV) = -0.298
- M (g mol⁻¹) = 103.1


Entry 3:
Computed, not measured: the molecule C3H5NO3 at a distorted geometry, with ωB97M-V/def2-TZVPD.

XYZ file:
```
12
C3H5NO3 | the OMol25 dataset | ωB97M-V/def2-TZVPD
N 0.47 -1.77 0.27
C -0.56 -0.72 0.47
C 0.48 0.32 0.52
O 1.20 0.61 1.43
O 0.70 0.89 -0.78
C -0.37 1.68 -1.01
O -1.38 1.65 -0.35
H 0.85 -1.76 -0.66
H 1.21 -1.84 0.97
H -1.22 -0.71 -0.40
H -1.19 -0.73 1.38
H -0.19 2.37 -1.83
```

Computed properties:
- SMILES = NCC(=O)OC=O
- HOMO-LUMO gap (eV) = 10.430
- net charge = 0
- multiplicity = 1
- E_tot (a.u.) = -397.76400
- highest occupied orbital energy (eV) = -9.62
- E_LUMO (eV) = 0.811
- M (g mol⁻¹) = 103.1


Entry 4:
Computed, not measured: the molecule C3H5NO3 at a distorted geometry, with ωB97M-V/def2-TZVPD.

XYZ file:
```
12
C3H5NO3 | the OMol25 dataset | ωB97M-V/def2-TZVPD
C 1.71 -0.67 0.07
C 0.71 0.56 -0.04
O 1.09 1.69 -0.02
N -0.59 0.16 -0.01
O -0.86 -1.21 -0.15
C -1.64 0.99 -0.09
O -2.68 0.29 0.14
H 1.48 -1.43 -0.65
H 1.65 -1.18 1.03
H 2.69 -0.05 -0.06
H -1.90 -1.20 -0.04
H -1.65 2.05 -0.18
```

Computed properties:
- SMILES = CC(=O)N(O)C=O
- HOMO-LUMO gap (eV) = 10.423
- net charge = 0
- multiplicity = 1
- E_tot (a.u.) = -397.71457
- highest occupied orbital energy (eV) = -10.24
- E_LUMO (eV) = 0.182
- M (g mol⁻¹) = 103.1


Entry 5:
Computed, not measured: the molecule C3H5NO3 at a distorted geometry, with ωB97M-V/def2-TZVPD.

XYZ file:
```
12
C3H5NO3 | the OMol25 dataset | ωB97M-V/def2-TZVPD
C 1.74 0.53 -0.69
C 1.15 -0.60 0.02
O 1.62 -1.69 0.14
N -0.22 -0.47 0.60
C -1.28 0.26 0.22
O -2.35 0.39 0.76
O -1.05 1.26 -0.79
H 2.66 0.17 -1.15
H 1.23 1.08 -1.49
H 2.01 1.39 -0.05
H -0.39 -0.97 1.47
H -1.85 1.81 -0.71
```

Computed properties:
- SMILES = CC(=O)NC(=O)O
- HOMO-LUMO gap (eV) = 11.152
- net charge = 0
- multiplicity = 1
- E_tot (a.u.) = -397.80932
- highest occupied orbital energy (eV) = -10.60
- E_LUMO (eV) = 0.557
- M (g mol⁻¹) = 103.1


Entry 6:
Computed, not measured: a structure of composition C3H5NO3P at a distorted geometry, with ωB97M-V/def2-TZVPD.

XYZ file:
```
13
C3H5NO3P | the OMol25 dataset | ωB97M-V/def2-TZVPD
C -2.42 -1.44 -0.95
C -0.11 0.72 -0.76
C 1.75 1.25 0.78
N 0.66 1.50 -0.13
O -2.97 -0.93 -0.06
O -2.26 -2.07 -1.93
O -1.07 0.76 -1.48
P -0.16 -1.26 -0.03
H 2.70 1.26 0.04
H 1.83 2.23 1.39
H 1.90 0.37 1.41
H 1.02 -1.49 0.60
H -0.87 -0.87 1.13
```

Computed properties:
- HOMO-LUMO gap (eV) = 7.266
- net charge = -1
- multiplicity = 1
- E_tot (a.u.) = -739.14146
- highest occupied orbital energy (eV) = -3.34
- E_LUMO (eV) = 3.924
- M (g mol⁻¹) = 134.1


Entry 7:
Computed, not measured: the molecule C3H5NO3S at a distorted geometry, with ωB97M-V/def2-TZVPD.

XYZ file:
```
13
C3H5NO3S | the OMol25 dataset | ωB97M-V/def2-TZVPD
O 2.05 1.70 -0.08
C 2.82 0.76 0.15
S 2.41 -0.92 0.01
C 0.59 -0.78 -0.43
O -0.08 -0.53 0.83
C -1.37 -0.03 0.76
N -2.00 -0.16 -0.39
O -3.32 0.29 -0.08
H 3.91 0.81 0.35
H 0.28 -1.74 -0.77
H 0.32 0.05 -1.10
H -1.84 0.20 1.68
H -3.77 0.35 -0.91
```

Computed properties:
- SMILES = O=CSCO/C=N/O
- HOMO-LUMO gap (eV) = 10.087
- net charge = 0
- multiplicity = 1
- E_tot (a.u.) = -795.87786
- highest occupied orbital energy (eV) = -9.39
- E_LUMO (eV) = 0.696
- M (g mol⁻¹) = 135.1


Entry 8:
Computed, not measured: a cluster of 2 separate species, C3H5NO4 in total at a distorted geometry, with ωB97M-V/def2-TZVPD.

XYZ file:
```
13
C3H5NO4 | the OMol25 dataset | ωB97M-V/def2-TZVPD
C -1.06 -1.78 0.28
C 0.91 0.38 -0.01
O -0.44 -0.92 -0.60
O 0.62 0.44 1.30
O 1.97 0.14 -0.50
H 1.43 0.23 1.79
H -2.03 -2.07 -0.15
H -0.47 -2.72 0.35
H -1.19 -1.35 1.28
N 0.33 2.61 -1.10
C -0.16 1.48 -0.82
O -1.25 0.91 -0.90
H 1.33 2.65 -0.93
```

Computed properties:
- HOMO-LUMO gap (spin up / spin down) (eV) = 7.346 / 7.936
- net charge = 0
- multiplicity = 1
- E_tot (a.u.) = -472.84460
- highest occupied orbital energy (spin up / spin down) (eV) = -10.23 / -9.80
- E_LUMO (spin up / spin down) (eV) = -2.885 / -1.868
- M (g mol⁻¹) = 119.1


Entry 9:
Computed, not measured: a structure of composition C3H5NO4P at a distorted geometry, with ωB97M-V/def2-TZVPD.

XYZ file:
```
14
C3H5NO4P | the OMol25 dataset | ωB97M-V/def2-TZVPD
C 0.97 -0.34 -2.43
C 0.33 0.77 -2.21
C 0.58 -0.58 1.32
N 0.42 -1.78 1.00
O -1.84 0.35 0.43
O -1.29 0.61 2.87
O 1.28 -1.43 -2.77
O -0.13 1.97 1.03
P -0.70 0.67 1.51
H -0.19 0.83 -1.26
H 0.14 1.59 -2.97
H 1.65 -0.20 1.42
H 1.15 -2.45 0.88
H -2.38 0.00 1.17
```

Computed properties:
- HOMO-LUMO gap (eV) = 8.556
- net charge = -1
- multiplicity = 1
- E_tot (a.u.) = -814.47408
- highest occupied orbital energy (eV) = -5.14
- E_LUMO (eV) = 3.414
- M (g mol⁻¹) = 150.1


Entry 10:
Computed, not measured: the molecule C3H5NOS at a distorted geometry, with ωB97M-V/def2-TZVPD.

XYZ file:
```
11
C3H5NOS | the OMol25 dataset | ωB97M-V/def2-TZVPD
C 2.36 -0.05 -0.28
C 1.37 -0.80 0.10
C -0.12 0.10 0.00
O -0.18 1.31 0.03
S -1.61 -0.83 -0.07
N -2.70 0.32 0.17
H 3.46 -0.30 -0.36
H 2.21 0.94 -0.37
H 1.37 -1.88 0.16
H -3.55 0.28 -0.35
H -2.60 0.92 0.97
```

Computed properties:
- SMILES = C=CC(=O)SN
- HOMO-LUMO gap (eV) = 9.225
- net charge = 0
- multiplicity = 1
- E_tot (a.u.) = -645.41846
- highest occupied orbital energy (eV) = -8.61
- E_LUMO (eV) = 0.611
- M (g mol⁻¹) = 103.1


Entry 11:
Computed, not measured: a cluster of 2 separate species, C3H5NOS in total at a distorted geometry, with ωB97M-V/def2-TZVPD.

XYZ file:
```
11
C3H5NOS | the OMol25 dataset | ωB97M-V/def2-TZVPD
C 2.27 -0.03 -0.43
C -1.74 -0.92 -0.01
C 0.84 -0.18 -0.52
N 3.33 0.29 -0.22
O 0.36 1.73 0.87
S 0.03 -1.13 0.63
H -2.03 -1.63 -0.68
H -1.90 0.00 -0.41
H -2.18 -0.93 0.97
H 0.28 0.20 -1.29
H 0.75 2.60 1.09
```

Computed properties:
- HOMO-LUMO gap (spin up / spin down) (eV) = 9.303 / 6.692
- net charge = 0
- multiplicity = 1
- E_tot (a.u.) = -645.32710
- highest occupied orbital energy (spin up / spin down) (eV) = -10.48 / -8.26
- E_LUMO (spin up / spin down) (eV) = -1.180 / -1.569
- M (g mol⁻¹) = 103.1


Entry 12:
Computed, not measured: the molecule C3H5NOS at a distorted geometry, with ωB97M-V/def2-TZVPD.

XYZ file:
```
11
C3H5NOS | the OMol25 dataset | ωB97M-V/def2-TZVPD
C -2.42 -0.08 -0.01
C -1.15 -0.08 0.39
S 0.19 -0.67 -0.63
C 1.34 0.65 -0.45
N 2.57 0.50 -0.14
O 2.97 -0.75 0.31
H -3.23 0.16 0.64
H -2.69 -0.17 -1.01
H -0.93 0.14 1.43
H 1.16 1.67 -0.71
H 2.21 -1.36 0.17
```

Computed properties:
- SMILES = C=CS/C=N\O
- HOMO-LUMO gap (eV) = 9.980
- net charge = 0
- multiplicity = 1
- E_tot (a.u.) = -645.38992
- highest occupied orbital energy (eV) = -9.35
- E_LUMO (eV) = 0.629
- M (g mol⁻¹) = 103.1